The following is a quantum chemistry calculation of a cluster of 3 separate species, C3H6ClNO2 in total in a non-equilibrium geometry, from OMol25.

Positions of all 13 atoms, in Å:
C: 0.220 2.593 1.947
C: 1.702 -0.998 -0.689
C: -1.634 -0.454 -0.211
N: 1.349 -0.838 -1.934
O: -0.799 2.647 1.472
O: 1.272 2.587 2.391
Cl: -1.202 -1.879 0.765
H: 2.302 -0.214 -0.223
H: 1.356 -1.758 -0.050
H: -1.773 0.488 0.381
H: -2.554 -0.676 -0.797
H: 0.478 -1.233 -2.186
H: -0.717 -0.266 -0.867

Output
Spin multiplicity: 3
⟨S²⟩: 2.005
Relative energy (zero: lowest compared OMol25 entry of this formula, charge and spin) in kJ/mol: 58.8

Charge distribution, Mulliken scheme, values in e:
1. C 0.667
2. C -0.660
3. C -0.236
4. N -0.393
5. O -0.332
6. O -0.347
7. Cl -0.194
8. H 0.314
9. H 0.443
10. H 0.146
11. H 0.273
12. H 0.305
13. H 0.014



The following is a quantum chemistry calculation of a cluster of 2 separate species, C8H10F3O5 in total in a non-equilibrium geometry, from OMol25.

Positions of all 26 atoms, in Å:
C: 3.034 -1.466 1.550
C: 3.902 -1.422 0.683
C: 4.568 -1.471 -0.755
O: 3.837 -0.710 -1.733
C: 2.445 -0.912 -1.654
O: 1.740 0.061 -1.807
O: 1.824 -2.140 -1.468
H: 2.169 -1.478 2.271
H: 5.643 -1.131 -0.643
H: 4.634 -2.569 -1.073
H: 2.467 -2.882 -1.483
C: -1.055 0.350 -0.452
C: -2.113 1.272 -1.034
O: -3.391 1.128 -0.443
C: -3.660 1.788 0.834
O: -3.345 3.059 0.795
C: -3.035 1.034 2.065
F: -3.106 -0.321 1.905
F: -3.724 1.295 3.205
F: -1.741 1.316 2.323
H: -1.466 -0.642 -0.244
H: -0.213 0.248 -1.145
H: -0.652 0.749 0.478
H: -2.252 0.986 -2.084
H: -1.775 2.313 -1.050
H: -4.735 1.548 0.960

Output
Charge: -1
Spin multiplicity: 1
DFT total energy in Ha: -986.55724

Charge distribution, Mulliken scheme, values in e:
1. C 0.171
2. C -0.406
3. C -0.500
4. O -0.319
5. C 0.589
6. O -0.493
7. O -0.382
8. H 0.368
9. H 0.306
10. H 0.255
11. H 0.352
12. C -0.614
13. C -0.449
14. O -0.345
15. C 0.097
16. O -0.895
17. C 0.702
18. F -0.290
19. F -0.303
20. F -0.272
21. H 0.243
22. H 0.243
23. H 0.207
24. H 0.299
25. H 0.276
26. H 0.160



Question: What is the spin multiplicity in the second record?
Answer: 1



Question: spin multiplicity of number 1 (C3H6ClNO2)?
Answer: 3



Question: Which of these has the highest spin multiplicity?
Answer: C3H6ClNO2